one:
Density functional theory data (the ωB97M-V functional and the def2-TZVPD basis) for C3H6N as an isolated structure.

Properties
- HOMO level: -15.2 eV
- Total charge: +1

Structure (XYZ):
```
10
C3H6N the ωB97M-V functional and the def2-TZVPD basis
C 0.355 1.112 -1.245
C -0.350 0.417 -0.251
C 0.370 -0.728 1.106
N -0.267 -1.532 1.686
H 1.158 0.704 -1.812
H 0.230 2.081 -1.695
H -1.071 0.879 0.319
H -0.583 -0.590 -0.773
H 1.348 -0.446 1.027
H -1.190 -1.897 1.637
```

---

two:
Density functional theory data (the ωB97M-V functional and the def2-TZVPD basis) for a 2-piece molecular cluster, C3H6N overall.

Properties
- HOMO level: -16.6 eV
- Total charge: +1

Structure (XYZ):
```
10
C3H6N the ωB97M-V functional and the def2-TZVPD basis
C 0.094 0.461 -0.021
C 2.851 -0.035 0.038
C -2.375 -0.072 -0.028
N -1.020 0.188 -0.013
H 2.795 -0.512 -0.928
H 3.056 1.024 0.101
H 2.775 -0.618 0.945
H -2.527 -1.082 -0.415
H -2.763 -0.002 0.990
H -2.886 0.649 -0.670
```

---

Stability summary: most stable two, least stable one.

---

one:
Density functional theory data (the ωB97M-V functional and the def2-TZVPD basis) for an isolated ion of composition C6H14NO and charge -1.

Properties
- SMILES: CN(C)CCCC[O-]
- HOMO level: -2.3 eV
- Total charge: -1

Structure (XYZ):
```
22
C6H14NO the ωB97M-V functional and the def2-TZVPD basis
C -1.782 1.204 1.150
N -1.612 0.070 0.218
C -2.484 -0.981 0.760
C -0.239 -0.406 -0.004
C 0.620 0.605 -0.815
C 1.720 -0.205 -1.489
C 3.041 -0.110 -0.495
O 2.909 0.703 0.578
H -2.469 1.933 1.119
H -2.010 0.804 2.234
H -0.805 1.923 1.039
H -3.555 -0.596 0.444
H -2.331 -1.913 0.167
H -2.479 -1.185 1.784
H -0.379 -1.294 -0.729
H 0.398 -0.728 0.868
H 0.014 1.117 -1.480
H 1.077 1.380 -0.157
H 1.817 0.009 -2.588
H 1.507 -1.334 -1.415
H 3.897 0.187 -1.075
H 3.145 -1.185 -0.115
```

---

two:
Density functional theory data (the ωB97M-V functional and the def2-TZVPD basis) for an isolated ion of composition C6H14NO and charge -1.

Properties
- SMILES: CCNCCCC[O-]
- HOMO level: -2.3 eV
- Total charge: -1

Structure (XYZ):
```
22
C6H14NO the ωB97M-V functional and the def2-TZVPD basis
C 1.345 -3.096 0.453
C 0.812 -1.824 -0.103
N 1.536 -0.554 0.304
C 0.704 0.650 0.040
C -0.532 0.965 0.884
C -1.683 1.525 0.101
C -1.436 2.435 -1.272
O -1.065 1.655 -2.250
H 2.398 -3.151 0.442
H 0.920 -3.953 -0.048
H 1.252 -3.366 1.578
H -0.299 -1.808 0.087
H 1.040 -1.651 -1.248
H 1.946 -0.679 1.302
H 0.380 0.562 -0.959
H 1.319 1.700 -0.105
H -0.301 1.511 1.714
H -1.013 -0.019 1.272
H -2.262 2.159 0.746
H -2.060 0.746 -0.605
H -0.667 3.227 -0.926
H -2.333 2.966 -1.407
```

---

Stability summary: most stable two, least stable one.

---

one:
Density functional theory data (the ωB97M-V functional and the def2-TZVPD basis) for one molecule with the formula C3H3NS2.

Properties
- SMILES: N#CC(=S)CS
- HOMO level: -9.4 eV

Structure (XYZ):
```
9
C3H3NS2 the ωB97M-V functional and the def2-TZVPD basis
N 2.021 -2.279 1.366
C 1.116 -2.035 0.661
C -0.041 -1.724 -0.074
S -0.576 -3.034 -0.969
C -0.473 -0.123 -0.347
S 1.038 0.679 -0.838
H -0.861 0.373 0.656
H -1.088 -0.114 -1.230
H 1.220 0.882 0.466
```

---

two:
Density functional theory data (the ωB97M-V functional and the def2-TZVPD basis) for one molecule with the formula C3H3NS2.

Properties
- SMILES: C=C=NC(=S)S
- HOMO level (spin up / spin down): -8.5 / -8.5 eV

Structure (XYZ):
```
9
C3H3NS2 the ωB97M-V functional and the def2-TZVPD basis
C 1.411 -1.347 1.239
C 0.530 -0.586 0.718
N -0.570 0.278 0.548
C -1.098 0.742 -0.573
S -2.734 1.156 -0.511
S -0.066 1.565 -1.825
H 1.334 -2.368 1.671
H 2.406 -1.150 1.254
H -1.213 1.710 -2.522
```

---

Stability summary: most stable one, least stable two.